12
Properties=species:S:1:pos:R:3:forces:R:3 method="wB97M-V/def2-TZVPD" orbital_gap_ev=8.68 total_charge=0 spin_multiplicity=1 e_lumo_ev=1.0 fmax_ev_per_a=1.9 e_above_lowest_ev=4.288 mol_weight_g_mol=86.09 homo_ha=-0.2832
C 1.56896 0.44665 0.16915 -0.05 -0.46 0.47
C 0.15306 -1.07527 0.23257 0.88 1.62 0.12
O -0.94398 -0.67438 0.93973 -0.03 0.12 0.04
C -1.62516 0.16879 0.03608 -0.44 0.12 0.06
O -0.64622 1.04256 -0.45796 -0.07 -0.08 -0.20
C 0.48423 0.24588 -0.71415 -0.22 -1.23 0.11
H 2.56567 0.16451 -0.16545 -0.25 -0.17 0.26
H 1.46320 1.03943 1.06397 -0.14 0.06 -0.10
H 0.76740 -1.71698 0.87553 0.25 0.01 -1.03
H -2.05662 -0.42725 -0.78321 0.02 0.04 0.20
H -2.37887 0.73601 0.57692 0.01 0.00 -0.06
H 0.64832 0.05006 -1.77318 0.04 -0.04 0.14